1.
This record from the Open Molecules 2025 dataset describes a structure of composition C26H29ClFeOPSi at a distorted geometry. The level of theory is ωB97M-V/def2-TZVPD.

The geometry in XYZ format:
```
60
Properties=species:S:1:pos:R:3:forces:R:3:mulliken_spin:R:1
C 1.46901 1.33316 2.12839 0.75 -1.04 -0.76 0.309
C 0.08217 1.49652 1.90397 -0.97 -1.38 1.10 0.118
C -0.63057 0.33639 2.40498 1.59 0.62 -0.12 0.145
H -0.43831 2.32964 1.45527 0.31 0.02 -0.20 0.027
C 0.29991 -0.61479 2.92477 0.20 0.51 -0.20 0.267
C 1.65283 0.12462 3.13898 -0.01 -0.24 -1.29 0.054
H 1.68402 0.52796 4.10946 0.49 0.39 1.67 0.088
H 2.26561 1.97174 1.71401 -0.42 -0.18 0.86 0.017
H -1.70626 0.22505 2.38588 0.09 -0.14 -0.25 0.017
H 0.08357 -1.64001 3.23566 0.12 0.62 0.32 0.001
Fe 1.39179 -0.57748 1.02173 -0.27 -1.19 -1.26 3.905
Cl 1.21144 -2.48323 -0.26850 0.15 0.94 0.40 0.069
P -1.89252 0.25200 -1.98718 1.19 1.07 2.68 0.009
C -3.01142 -0.46527 -0.84813 -0.95 0.19 0.65 0.004
C -4.21491 0.29615 -0.82177 0.55 -0.91 0.24 -0.001
H -4.21097 1.25416 -1.35793 -0.38 -0.53 0.18 -0.001
C -5.30978 -0.21904 -0.15671 0.17 0.47 0.08 0.000
H -6.23894 0.35436 -0.19125 0.14 -0.40 0.22 0.000
C -5.19022 -1.43291 0.52000 0.15 -0.41 0.15 0.000
H -6.06569 -1.81712 1.02244 -0.04 -0.14 0.07 0.000
C -3.98549 -2.15828 0.57914 -0.26 0.80 -0.36 0.000
H -3.94493 -3.09622 1.13001 0.04 0.24 -0.08 0.000
C -2.85879 -1.65914 -0.08680 -0.25 0.68 -0.65 -0.003
H -1.88101 -2.15845 -0.05907 -0.50 0.13 -0.09 -0.003
C -1.65758 1.98321 -1.93678 0.77 0.74 0.66 -0.014
C -2.02408 2.81302 -0.82021 0.03 -0.75 -1.00 0.020
H -2.37319 2.35791 0.11956 0.02 0.23 -0.63 -0.004
C -1.94368 4.19042 -0.97610 0.03 0.16 0.01 0.006
H -2.29556 4.85467 -0.16629 0.33 -0.40 -0.53 0.000
C -1.42831 4.73071 -2.15572 0.20 -0.16 -0.58 0.000
H -1.38258 5.79650 -2.28668 -0.04 0.30 0.08 0.000
C -0.93435 3.91927 -3.20219 -0.23 -0.17 0.92 0.000
H -0.50633 4.33680 -4.10913 -0.02 0.14 0.25 0.000
C -1.00427 2.54351 -3.06653 -0.38 -0.28 0.19 0.001
H -0.58885 1.84103 -3.81332 -0.40 0.67 0.28 0.000
C -1.16545 -0.73075 -3.17942 -0.12 -1.33 -1.42 -0.003
C -2.25299 -1.20587 -3.97472 1.61 0.01 0.01 -0.001
H -3.26491 -0.96192 -3.61275 0.50 -0.27 -0.72 -0.001
C -1.93634 -1.89995 -5.12419 -0.47 -0.21 0.22 0.000
H -2.77350 -2.22180 -5.74476 0.52 -0.14 -0.17 0.000
C -0.59642 -2.14835 -5.42836 0.28 0.03 -0.05 0.000
H -0.38494 -2.67885 -6.34188 0.13 -0.09 -0.18 0.000
C 0.47557 -1.75784 -4.60838 -0.59 0.16 0.27 -0.002
H 1.50863 -1.99137 -4.88258 -0.45 -0.01 0.09 0.000
C 0.19571 -1.05852 -3.42701 -1.07 0.19 -0.13 0.000
H 0.96226 -0.78749 -2.68806 -0.38 -0.02 -0.54 0.011
C 5.43013 -0.48482 1.82858 0.19 0.00 0.13 0.003
Si 4.42228 -0.95359 3.32541 -0.48 0.17 -0.15 0.025
C 4.54133 -2.77296 3.69955 0.39 0.03 0.11 -0.001
C 4.68443 0.19608 4.75417 0.51 -0.05 0.16 0.006
O 2.83669 -0.75525 2.90881 -2.81 0.89 -0.89 -0.067
H 6.49356 -0.64414 2.05494 -0.12 0.09 -0.24 0.000
H 5.27872 0.57054 1.56431 0.08 -0.20 0.09 -0.001
H 5.15442 -1.09784 0.96027 0.10 0.07 0.20 0.002
H 5.54493 -3.01228 4.08463 -0.29 -0.12 -0.09 0.000
H 3.79070 -3.07052 4.44068 0.17 0.07 -0.08 0.000
H 4.36551 -3.35560 2.78528 0.06 0.13 0.19 0.000
H 4.69943 1.24131 4.41525 0.03 -0.24 0.10 0.001
H 3.90404 0.08554 5.51746 0.24 -0.04 -0.11 -0.004
H 5.66445 -0.05059 5.18880 -0.23 0.30 0.17 0.001
```
Positions in Å, forces in eV/Å.

Computed properties:
<S²> = 8.76
2S+1 = 6
LUMO level (alpha / beta) = 0.01864 / -0.01490 Ha
charge = 0
relative energy (zero: lowest compared OMol25 entry of this formula, charge and spin) = 0.0 kcal per mole
frontier orbital gap (alpha / beta) = 6.628 / 5.713 eV

2.
This record from the Open Molecules 2025 dataset describes an isolated molecule of C3H4OS2 at a distorted geometry. The level of theory is ωB97M-V/def2-TZVPD.

The geometry in XYZ format:
```
10
Properties=species:S:1:pos:R:3:forces:R:3:mulliken_charge:R:1
C 2.51477 0.52200 -0.49415 -6.29 0.45 2.63 -0.049
C 0.91692 0.70814 0.09098 6.62 1.29 -1.45 -0.025
C -0.07975 -0.32771 0.04440 1.95 -2.29 -0.35 -0.841
O 3.58208 -1.42094 0.96170 -0.07 -0.97 0.85 -0.431
S 3.94657 1.39179 -0.12951 0.13 -0.60 -0.47 -0.175
S 3.65360 -0.82784 -0.34562 -0.29 2.01 -0.56 0.374
H 0.70633 1.70192 0.56471 0.43 -0.95 -0.79 0.312
H -0.82262 -0.21073 -0.65739 -1.87 0.95 -1.94 0.340
H -0.63536 -0.30879 0.98128 0.34 -0.90 0.34 0.270
H 0.42196 -1.28083 -0.39971 -0.94 1.02 1.74 0.225
```
Positions in Å, forces in eV/Å.

Computed properties:
2S+1 = 1
LUMO level (alpha / beta) = -0.02297 / -0.02398 Ha
charge = 0
relative energy (zero: lowest compared OMol25 entry of this formula, charge and spin) = 113.8 kcal per mole
frontier orbital gap (alpha / beta) = 7.402 / 7.566 eV

3.
This record from the Open Molecules 2025 dataset describes a cluster of 2 separate species, C2H5ClS in total at a distorted geometry. The level of theory is ωB97M-V/def2-TZVPD.

The geometry in XYZ format:
```
9
Properties=species:S:1:pos:R:3:forces:R:3:mulliken_charge:R:1
C 0.00639 0.82899 -0.54203 -0.46 -2.91 -2.12 -0.623
C 0.49639 1.00861 0.80329 1.82 0.47 0.63 -0.065
S -0.21178 0.41595 2.09660 -0.17 -0.05 0.87 -0.229
H -0.67176 -0.10263 -0.64008 1.04 1.42 0.41 0.136
H -0.64067 1.63918 -0.80165 -0.09 0.86 -0.60 0.275
H 0.86162 0.64888 -1.26277 -1.02 0.71 0.57 0.260
H 1.48584 1.55820 0.85169 -1.12 -0.44 0.25 0.262
Cl -1.21783 -2.79764 0.06141 1.33 -0.52 -0.75 -0.274
H -0.10821 -3.19954 -0.56647 -1.33 0.45 0.75 0.258
```
Positions in Å, forces in eV/Å.

Computed properties:
2S+1 = 1
LUMO level = 0.00196 Ha
charge = 0
relative energy (zero: lowest compared OMol25 entry of this formula, charge and spin) = 11.4 kcal per mole
frontier orbital gap = 8.663 eV

4.
This record from the Open Molecules 2025 dataset describes a cluster of 5 separate species, C22H36N2O10 in total at a distorted geometry. The level of theory is ωB97M-V/def2-TZVPD.

The geometry in XYZ format:
```
70
Properties=species:S:1:pos:R:3:forces:R:3:mulliken_charge:R:1
C -0.50293 -3.87792 3.85170 -1.00 -0.13 0.50 -0.836
C -1.25996 -3.02912 2.72203 0.26 -1.41 0.15 -0.611
C -0.43753 -2.84046 1.35757 -1.98 1.42 -0.05 0.460
C -1.51749 -3.17767 0.19067 2.36 -0.89 -0.22 -1.387
C -1.01974 -4.69632 -0.13157 0.23 0.71 -0.07 1.045
N -1.06067 -5.68038 0.97678 -1.03 0.64 -0.28 -0.475
N -1.68728 -5.20980 -1.36123 -0.07 0.95 0.72 -0.712
C 0.55721 -4.32716 -0.19472 -0.10 -0.25 -0.87 0.111
O 1.39305 -4.51293 -1.08658 -2.48 0.75 3.68 -0.581
O 0.72075 -3.67310 1.08776 0.27 -0.41 -2.18 -0.383
H -0.24035 -4.94172 3.49598 -0.24 1.88 0.22 -0.012
H -1.26918 -4.04078 4.69899 1.34 0.36 -1.12 0.314
H 0.40687 -3.36246 4.30178 -1.16 -0.67 -0.71 0.354
H -1.66590 -2.02123 3.09775 0.93 -1.43 -0.62 0.368
H -2.20220 -3.63835 2.45158 1.38 0.93 0.53 0.205
H -0.01517 -1.77193 1.34585 -0.80 -1.44 -0.20 0.368
H -1.18517 -2.64702 -0.77967 -0.90 -0.52 1.39 0.314
H -2.61710 -3.01880 0.41526 1.61 -0.18 -0.14 0.294
H -1.94720 -5.62410 1.50073 0.67 -0.27 -0.51 0.229
H -0.86481 -6.63785 0.66479 -0.29 0.66 -0.05 0.253
H -1.95804 -4.35667 -1.89021 0.20 -1.01 0.13 0.330
H -2.58099 -5.61840 -1.02600 0.78 0.32 -0.38 0.302
O -2.86782 -0.56108 0.82251 0.32 0.47 0.39 -0.595
C -2.12478 0.38152 0.71224 -0.68 -0.38 0.00 0.455
C -1.47042 0.84119 -0.56321 0.55 0.07 -0.02 -0.031
C -0.38576 1.76495 -0.04993 0.50 0.14 -0.42 -0.517
C -0.98316 2.28387 1.23613 0.23 0.65 0.14 -0.378
O -1.79396 1.20985 1.73558 -0.22 -0.68 -0.22 -0.361
H -2.20695 1.37438 -1.16911 -0.04 -0.15 0.00 0.091
H -1.05370 -0.00084 -1.11593 -0.36 -0.01 -0.05 0.173
H -0.11623 2.55700 -0.74869 -0.04 0.00 0.19 0.289
H 0.51731 1.18524 0.16730 -0.08 0.05 -0.01 0.308
H -1.62062 3.15637 1.07567 0.08 -0.10 -0.02 0.248
H -0.21610 2.53693 1.96970 -0.23 -0.12 0.10 0.317
O -1.08443 4.84400 -0.56619 0.25 0.34 -0.58 -0.592
C -1.33733 5.14937 -1.70491 0.03 0.12 0.72 0.520
C -2.51577 4.66189 -2.50508 0.02 -0.23 -0.47 -0.124
C -2.11507 5.03171 -3.91765 -0.29 -0.28 -0.47 -0.645
C -1.24185 6.24407 -3.70023 -0.06 0.52 -0.59 -0.025
O -0.60466 6.02809 -2.43465 -0.15 -0.42 0.51 -0.289
H -3.41173 5.19718 -2.18190 0.03 -0.11 0.12 0.294
H -2.64855 3.58592 -2.39277 -0.13 0.16 0.31 0.037
H -2.96191 5.22366 -4.57861 0.10 0.05 0.03 0.368
H -1.52272 4.22199 -4.35533 -0.01 0.14 0.00 0.281
H -1.82259 7.17061 -3.64461 -0.05 -0.06 0.13 0.276
H -0.48651 6.34617 -4.47949 -0.19 0.00 0.49 -0.088
O 0.21228 -4.91590 6.87653 0.65 -0.40 0.37 -0.545
C 1.08252 -5.72467 6.69048 -0.72 0.81 -0.17 0.479
C 1.17500 -6.66386 5.51801 0.12 -0.54 0.04 -0.256
C 2.19665 -7.67332 5.99864 0.04 -0.56 -0.32 -0.588
C 3.04910 -6.85159 6.93793 0.45 -0.19 0.09 -0.410
O 2.15852 -5.88584 7.50834 -0.34 0.11 -0.03 -0.357
H 1.52860 -6.11008 4.64523 -0.15 0.03 0.02 0.186
H 0.21245 -7.13163 5.31318 -0.01 0.36 -0.13 0.360
H 2.76816 -8.13733 5.19314 0.02 0.05 0.11 0.326
H 1.69230 -8.46911 6.55578 0.09 0.06 -0.04 0.273
H 3.85055 -6.32089 6.41542 -0.05 -0.01 0.02 0.255
H 3.48704 -7.46007 7.73088 -0.06 0.26 0.07 0.319
O 1.11830 5.50855 -5.29573 0.64 0.39 0.20 -0.607
C 1.86427 6.45114 -5.38120 -0.50 -0.53 -0.15 0.590
C 2.53720 6.92940 -6.63942 0.52 0.08 -0.05 -0.482
C 3.61527 7.84319 -6.09536 0.47 0.17 -0.38 -0.496
C 2.99929 8.34224 -4.80893 0.27 0.48 0.16 -0.425
O 2.18137 7.26348 -4.33958 -0.25 -0.48 -0.22 -0.302
H 1.81035 7.47321 -7.24750 -0.03 -0.15 -0.02 0.263
H 2.96058 6.09596 -7.19913 -0.38 0.00 -0.05 0.289
H 3.89623 8.64641 -6.77828 -0.02 -0.02 0.12 0.323
H 4.51399 7.25922 -5.87422 -0.08 0.09 -0.01 0.273
H 2.36405 9.21920 -4.96456 0.00 -0.06 0.02 0.274
H 3.75509 8.58246 -4.05972 -0.25 -0.11 0.10 0.301
```
Positions in Å, forces in eV/Å.

Computed properties:
2S+1 = 1
LUMO level = 0.01918 Ha
charge = 0
relative energy (zero: lowest compared OMol25 entry of this formula, charge and spin) = 110.4 kcal per mole
frontier orbital gap = 9.571 eV